{"formula": "C34H68BCl2N2O15PS", "method": "ωB97M-V/def2-TZVPD", "smiles": "CB(O)[C@H]1[C@H](CCCCCN)[C@@H]([C@@H](Cl)[C@H](C)Cl)[C@H](P(O)(O)=S)[N@H+]1C(=O)[O-].CCOC(C)=O.CCOC(C)=O.CCOC(C)=O.CCOC(C)=O.CCOC(C)=O", "e_tot_ev": -115901.5829, "homo_energy_ha": -0.3231, "total_charge": 0, "species": ["C", "B", "O", "C", "C", "C", "C", "C", "C", "C", "N", "C", "C", "Cl", "C", "C", "Cl", "C", "P", "O", "O", "S", "N", "C", "O", "O", "H", "H", "H", "H", "H", "H", "H", "H", "H", "H", "H", "H", "H", "H", "H", "H", "H", "H", "H", "H", "H", "H", "H", "H", "H", "H", "H", "H", "O", "C", "O", "C", "C", "C", "H", "H", "H", "H", "H", "H", "H", "H", "O", "C", "O", "C", "C", "C", "H", "H", "H", "H", "H", "H", "H", "H", "O", "C", "O", "C", "C", "C", "H", "H", "H", "H", "H", "H", "H", "H", "O", "C", "O", "C", "C", "C", "H", "H", "H", "H", "H", "H", "H", "H", "O", "C", "O", "C", "C", "C", "H", "H", "H", "H", "H", "H", "H", "H"], "coordinates": [[0.820, -1.668, -1.252], [1.928, -0.729, -0.637], [2.550, -1.175, 0.525], [2.402, 0.624, -1.312], [1.457, 1.617, -2.016], [0.358, 1.160, -2.964], [-0.797, 2.182, -2.948], [-2.103, 1.587, -3.512], [-2.862, 0.801, -2.423], [-4.370, 0.890, -2.661], [-5.158, 0.215, -1.616], [2.556, 2.599, -2.518], [2.190, 3.650, -3.569], [1.635, 5.221, -2.894], [3.187, 3.825, -4.714], [3.314, 2.525, -5.543], [4.785, 4.427, -4.239], [3.080, 2.971, -1.084], [4.523, 4.041, -0.743], [4.440, 4.322, 0.841], [4.408, 5.494, -1.400], [6.192, 3.179, -1.107], [3.205, 1.604, -0.465], [2.813, 1.741, 1.022], [1.613, 1.939, 1.211], [3.733, 1.599, 1.829], [-0.154, -1.468, -0.819], [0.787, -1.542, -2.336], [1.163, -2.689, -1.086], [3.259, -1.777, 0.269], [3.131, 0.271, -2.060], [0.936, 2.056, -1.162], [0.692, 1.093, -4.004], [-0.111, 0.221, -2.687], [-1.014, 2.515, -1.931], [-0.574, 3.091, -3.512], [-1.911, 1.008, -4.417], [-2.726, 2.438, -3.790], [-2.659, 1.202, -1.428], [-2.504, -0.233, -2.438], [-4.646, 1.945, -2.641], [-4.600, 0.440, -3.626], [-5.440, -0.703, -1.925], [-4.622, 0.126, -0.765], [3.433, 2.105, -2.953], [1.318, 3.265, -4.099], [2.733, 4.570, -5.365], [4.323, 2.132, -5.446], [2.654, 1.779, -5.095], [3.051, 2.675, -6.584], [2.234, 3.548, -0.698], [3.612, 4.772, 1.070], [3.869, 6.062, -0.833], [4.185, 1.358, -0.644], [-1.399, -3.305, -1.192], [-1.381, -4.352, -0.607], [-1.794, -4.389, 0.671], [-2.004, -5.603, 1.401], [-0.725, -6.098, 2.042], [-0.820, -5.603, -1.242], [-2.475, -6.359, 0.772], [-2.727, -5.354, 2.176], [0.030, -6.346, 1.295], [-0.919, -6.986, 2.644], [-0.301, -5.325, 2.683], [0.260, -5.619, -1.098], [-1.035, -5.567, -2.307], [-1.251, -6.525, -0.861], [-2.278, 4.780, -4.392], [-1.944, 5.838, -4.847], [-2.866, 6.806, -4.993], [-2.543, 8.157, -5.333], [-2.437, 8.349, -6.831], [-0.537, 6.075, -5.338], [-1.645, 8.485, -4.808], [-3.365, 8.757, -4.946], [-1.630, 7.751, -7.256], [-2.252, 9.396, -7.070], [-3.360, 8.036, -7.317], [-0.458, 5.725, -6.367], [0.149, 5.504, -4.709], [-0.218, 7.114, -5.281], [-5.882, -5.152, 2.807], [-5.644, -4.046, 3.210], [-5.774, -3.789, 4.522], [-5.326, -2.575, 5.141], [-6.375, -1.486, 5.056], [-5.289, -2.921, 2.267], [-4.366, -2.260, 4.732], [-5.148, -2.831, 6.184], [-6.589, -1.212, 4.022], [-6.041, -0.594, 5.587], [-7.311, -1.829, 5.498], [-6.204, -2.470, 1.884], [-4.726, -3.339, 1.435], [-4.663, -2.152, 2.712], [7.923, -0.741, -1.877], [8.510, -0.439, -0.875], [8.588, -1.334, 0.129], [9.419, -1.153, 1.278], [8.719, -0.345, 2.352], [9.081, 0.945, -0.676], [10.381, -0.723, 0.997], [9.623, -2.156, 1.650], [8.485, 0.663, 2.010], [9.345, -0.271, 3.242], [7.775, -0.817, 2.625], [8.294, 1.590, -0.291], [9.411, 1.321, -1.641], [9.942, 0.982, -0.012], [-2.563, -3.513, 8.657], [-3.183, -4.531, 8.777], [-4.157, -4.810, 7.888], [-4.824, -6.073, 7.806], [-5.995, -6.151, 8.764], [-2.964, -5.461, 9.948], [-4.119, -6.894, 7.944], [-5.187, -6.142, 6.782], [-5.672, -6.071, 9.802], [-6.526, -7.095, 8.640], [-6.689, -5.331, 8.578], [-3.562, -5.116, 10.790], [-1.912, -5.419, 10.219], [-3.197, -6.502, 9.737]]}

=====

{"formula": "C46H53FN4O6SSbTi", "method": "ωB97M-V/def2-TZVPD", "relative_energy_kcal_mol": 0.0, "e_tot_ev": -110012.3105, "homo_energy_ha": -0.4059, "total_charge": 1, "species": ["Ti", "C", "C", "C", "C", "C", "C", "C", "C", "C", "C", "C", "C", "C", "C", "C", "C", "C", "H", "H", "H", "H", "H", "H", "H", "H", "H", "H", "H", "H", "H", "H", "H", "H", "H", "H", "H", "H", "H", "H", "H", "H", "H", "H", "H", "H", "H", "C", "N", "C", "C", "C", "O", "N", "C", "O", "H", "H", "H", "H", "H", "F", "C", "C", "N", "C", "C", "O", "O", "C", "O", "N", "C", "O", "H", "H", "H", "H", "S", "Sb", "C", "C", "C", "C", "C", "C", "C", "C", "C", "C", "C", "C", "C", "C", "C", "C", "C", "C", "H", "H", "H", "H", "H", "H", "H", "H", "H", "H", "H", "H", "H", "H", "H"], "coordinates": [[0.041, -0.657, -1.035], [-1.468, -2.409, -0.657], [-0.211, -3.055, -0.709], [0.379, -2.751, -2.028], [-0.686, -2.048, -2.710], [-1.820, -1.875, -1.917], [-3.191, -1.504, -2.346], [-3.931, -0.543, -1.397], [-3.232, -0.791, -3.722], [-3.938, -2.842, -2.478], [1.463, -3.476, -2.869], [2.908, -3.144, -2.631], [1.232, -5.027, -2.737], [1.178, -3.178, -4.368], [0.346, -3.899, 0.492], [-0.152, -3.357, 1.862], [-0.383, -5.286, 0.376], [1.863, -3.938, 0.549], [-2.163, -2.491, 0.157], [-0.641, -1.737, -3.743], [-3.457, 0.446, -1.420], [-3.928, -0.902, -0.364], [-4.953, -0.432, -1.739], [-2.872, 0.167, -3.628], [-4.273, -0.709, -4.029], [-2.691, -1.311, -4.533], [-4.059, -3.489, -1.605], [-3.496, -3.523, -3.261], [-4.978, -2.581, -2.817], [3.311, -3.202, -1.590], [3.156, -2.143, -2.942], [3.533, -3.854, -3.191], [1.526, -5.473, -1.808], [1.788, -5.463, -3.560], [0.129, -5.239, -2.870], [1.152, -2.117, -4.566], [0.254, -3.690, -4.668], [2.035, -3.573, -4.919], [-1.240, -3.418, 1.927], [0.279, -2.400, 2.071], [0.220, -4.081, 2.602], [-1.454, -5.090, 0.257], [-0.262, -5.751, 1.355], [-0.174, -5.990, -0.427], [2.261, -2.931, 0.649], [2.365, -4.348, -0.339], [2.240, -4.460, 1.412], [2.994, 4.533, -1.006], [1.914, 3.597, -1.370], [1.282, 3.682, -2.566], [0.315, 2.811, -2.943], [0.026, 1.781, -2.019], [-0.759, 0.782, -2.241], [0.629, 1.687, -0.820], [1.743, 2.461, -0.589], [2.646, 2.195, 0.204], [3.129, 5.216, -1.849], [3.914, 3.913, -0.853], [2.769, 5.122, -0.128], [1.583, 4.506, -3.201], [-0.210, 2.976, -3.878], [3.928, 0.498, 4.241], [4.230, -0.271, 3.170], [4.035, 0.159, 1.904], [4.300, -0.672, 0.807], [3.970, -0.278, -0.568], [2.477, -0.459, -0.844], [1.995, -0.344, -1.994], [1.731, -0.814, 0.100], [4.754, -1.981, 0.959], [4.827, -2.751, 0.021], [5.034, -2.318, 2.259], [4.833, -1.543, 3.401], [5.149, -2.029, 4.479], [3.606, 1.117, 1.619], [4.525, -0.986, -1.202], [4.267, 0.726, -0.719], [5.413, -3.247, 2.410], [-1.296, -0.243, 0.999], [-1.480, 1.951, 1.609], [0.164, 3.012, 2.363], [1.194, 2.344, 3.045], [2.214, 3.132, 3.629], [2.256, 4.499, 3.408], [1.256, 5.159, 2.709], [0.210, 4.404, 2.159], [-2.542, 3.066, 0.251], [-3.939, 3.011, 0.230], [-4.684, 3.873, -0.590], [-4.029, 4.862, -1.318], [-2.637, 4.985, -1.209], [-1.902, 4.030, -0.493], [-2.723, 1.834, 3.326], [-2.991, 0.610, 3.883], [-3.807, 0.562, 5.025], [-4.300, 1.751, 5.544], [-4.059, 2.967, 4.932], [-3.216, 3.020, 3.834], [1.179, 1.288, 3.237], [3.014, 2.643, 4.153], [3.111, 5.057, 3.814], [1.300, 6.265, 2.660], [-0.569, 4.965, 1.699], [-4.398, 2.250, 0.814], [-5.760, 3.776, -0.647], [-4.604, 5.544, -1.911], [-2.156, 5.841, -1.666], [-0.825, 4.137, -0.484], [-2.530, -0.257, 3.476], [-4.069, -0.365, 5.507], [-4.911, 1.725, 6.421], [-4.511, 3.836, 5.366], [-3.014, 3.963, 3.352]]}

=====

{"formula": "C17H73BrF5N3O28PS", "method": "ωB97M-V/def2-TZVPD", "relative_energy_kcal_mol": 16.6, "e_tot_ev": -184361.3510, "homo_energy_ha": -0.4351, "total_charge": 1, "species": ["C", "C", "C", "C", "N", "C", "C", "C", "C", "P", "O", "O", "C", "C", "O", "C", "C", "N", "C", "C", "O", "C", "Br", "N", "S", "O", "O", "C", "F", "F", "C", "F", "F", "F", "H", "H", "H", "H", "H", "H", "H", "H", "H", "H", "H", "H", "H", "H", "H", "H", "H", "H", "H", "H", "H", "H", "H", "H", "H", "H", "H", "H", "H", "O", "H", "H", "O", "H", "H", "O", "H", "H", "O", "H", "H", "O", "H", "H", "O", "H", "H", "O", "H", "H", "O", "H", "H", "O", "H", "H", "O", "H", "H", "O", "H", "H", "O", "H", "H", "O", "H", "H", "O", "H", "H", "O", "H", "H", "O", "H", "H", "O", "H", "H", "O", "H", "H", "O", "H", "H", "O", "H", "H", "O", "H", "H", "O", "H", "H"], "coordinates": [[-2.572, -1.568, 5.375], [-1.619, -0.325, 5.255], [-2.425, 0.892, 4.703], [-2.839, 0.715, 3.222], [-1.910, 1.429, 2.274], [-2.072, 0.815, 1.017], [-1.353, -0.254, 0.648], [-0.301, -0.926, 1.503], [0.642, 0.145, 2.124], [2.203, -0.609, 2.681], [1.854, -1.581, 3.726], [3.168, 0.498, 3.334], [2.572, 1.165, 4.490], [3.558, 1.153, 5.670], [2.933, -1.399, 1.491], [3.394, -0.563, 0.393], [4.729, 0.182, 0.659], [-1.814, -0.624, -0.662], [-1.266, -1.791, -1.385], [-1.167, -1.617, -2.911], [-2.288, -2.260, -3.548], [-2.752, 0.210, -0.990], [-3.780, 0.221, -2.571], [-2.984, 1.144, -0.028], [-4.060, 2.433, 0.046], [-5.292, 2.210, -0.610], [-4.297, 2.831, 1.389], [-3.202, 3.871, -0.758], [-4.025, 4.861, -1.028], [-2.688, 3.406, -1.923], [-1.994, 4.405, 0.071], [-1.464, 5.420, -0.621], [-1.030, 3.485, 0.198], [-2.316, 4.879, 1.271], [-3.630, -1.268, 5.315], [-2.393, -2.208, 4.494], [-2.408, -2.126, 6.304], [-1.286, -0.085, 6.269], [-0.798, -0.542, 4.557], [-3.361, 0.898, 5.285], [-1.941, 1.848, 4.908], [-3.880, 1.046, 3.088], [-2.799, -0.361, 2.986], [-2.175, 2.408, 2.217], [0.331, -1.628, 0.941], [-0.836, -1.523, 2.260], [0.152, 0.547, 3.016], [0.818, 0.928, 1.370], [1.604, 0.731, 4.769], [2.445, 2.221, 4.188], [4.606, 1.090, 5.347], [3.352, 0.320, 6.356], [3.464, 2.083, 6.253], [3.564, -1.262, -0.439], [2.634, 0.149, 0.028], [5.465, 0.057, -0.141], [5.153, -0.216, 1.594], [4.492, 1.240, 0.799], [-1.791, -2.710, -1.079], [-0.238, -1.916, -1.013], [-0.276, -2.099, -3.345], [-1.184, -0.561, -3.212], [-2.646, -2.949, -2.971], [3.870, 1.855, -1.298], [3.043, 2.342, -1.370], [4.529, 2.459, -1.669], [2.222, 4.131, 3.450], [1.394, 4.624, 3.399], [2.875, 4.732, 3.071], [5.261, 3.781, 3.229], [6.055, 3.345, 2.896], [4.556, 3.142, 3.062], [-1.404, -2.569, -6.761], [-1.417, -3.537, -6.785], [-1.796, -2.352, -5.904], [3.623, -2.121, -2.301], [3.534, -3.019, -1.951], [3.818, -2.254, -3.238], [-4.036, 7.070, 2.153], [-3.229, 6.631, 1.860], [-4.746, 6.475, 1.891], [-2.003, 9.125, 1.543], [-2.792, 8.572, 1.599], [-2.068, 9.548, 0.680], [-1.024, -5.839, -6.991], [-0.170, -6.187, -7.270], [-1.658, -6.515, -7.265], [4.279, -2.595, -5.454], [4.258, -3.423, -5.948], [3.715, -2.001, -5.964], [1.400, -3.048, -6.048], [0.531, -2.634, -6.160], [2.023, -2.369, -6.328], [2.076, -4.831, -2.794], [1.329, -5.405, -2.602], [1.908, -4.537, -3.704], [6.958, -3.144, -3.867], [6.132, -2.654, -3.951], [7.615, -2.566, -4.267], [-3.916, -3.911, -0.810], [-3.632, -3.893, 0.111], [-4.796, -4.319, -0.774], [-6.054, -5.239, -2.129], [-5.973, -6.015, -2.694], [-6.633, -4.645, -2.624], [-1.976, 2.186, 7.097], [-1.708, 3.096, 6.928], [-2.796, 2.276, 7.595], [-3.340, -6.717, -9.222], [-4.196, -6.286, -9.318], [-2.709, -6.046, -9.503], [7.331, 2.233, 4.832], [8.014, 2.797, 5.210], [6.505, 2.670, 5.072], [-8.508, -3.283, -2.267], [-8.244, -2.363, -2.373], [-9.354, -3.233, -1.810], [6.062, 4.004, -1.154], [6.535, 4.095, -0.320], [6.220, 4.839, -1.606], [-3.996, -3.885, -7.093], [-3.602, -3.824, -6.219], [-3.862, -3.009, -7.471], [4.361, -3.751, 0.388], [4.841, -3.404, -0.372], [4.040, -2.964, 0.848], [0.413, 5.831, 2.383], [0.434, 5.070, 1.793], [-0.102, 6.492, 1.904]]}

=====

{"formula": "C8H8", "method": "ωB97M-V/def2-TZVPD", "smiles": "C#CC(=C)C(=C)C=C", "relative_energy_kcal_mol": 73.4, "e_tot_ev": -8421.8375, "homo_energy_ha": -0.3242, "total_charge": 0, "species": ["C", "C", "C", "C", "C", "C", "C", "C", "H", "H", "H", "H", "H", "H", "H", "H"], "coordinates": [[-2.376, -1.150, -0.395], [-1.094, -1.002, -0.058], [-0.420, 0.278, 0.256], [-1.043, 1.279, 0.851], [0.993, 0.399, -0.095], [1.437, 1.539, -0.685], [1.887, -0.666, 0.197], [2.763, -1.500, 0.357], [-2.821, -2.115, -0.639], [-3.020, -0.302, -0.517], [-0.434, -1.876, 0.016], [-2.082, 1.240, 1.177], [-0.524, 2.239, 1.047], [2.464, 1.611, -1.013], [0.795, 2.345, -0.954], [3.475, -2.318, 0.454]]}

=====

no.,F_max (eV/Å),LUMO (eV)
1,4.0,0.1017
2,2.7,-3.2469
3,3.8,-3.7868
4,2.5,0.4065